[1]
DFT (the ωB97M-V functional and the def2-TZVPD basis) results for C17H29CeF6IO7 as an isolated structure at a distorted geometry.

Output
**Orbital gap (spin up / spin down)**: 0.2376 / 0.2400 Eh
**E_HOMO (spin up / spin down)**: -15.10 / -15.10 eV
**E_LUMO (spin up / spin down)**: -8.64 / -8.57 eV
**Net charge**: +2
**Multiplicity**: 1

Each line ends with the Mulliken charge.
Element x y z (Å)
Ce (0.377566, 0.017848, -0.041656)  0.767
C (0.661266, 3.408448, -0.839056)  -0.846
C (-0.132634, 3.429848, 0.464344)  -0.442
O (0.421066, 2.462548, 1.349044)  -0.292
C (-0.337234, 2.301048, 2.542344)  -0.601
C (0.258066, 1.138848, 3.334444)  -0.768
O (-0.088134, -0.080452, 2.671544)  -0.052
C (0.329266, -1.265052, 3.344744)  -0.715
C (1.629066, -1.805252, 2.729544)  -0.740
O (1.393366, -2.073252, 1.349044)  0.247
C (1.581366, -3.417652, 0.906744)  -0.684
C (0.547666, -3.662452, -0.202056)  -0.901
O (0.496966, -2.563652, -1.104356)  0.036
C (1.289066, -2.722552, -2.280256)  -0.624
C (0.945366, -1.583652, -3.234956)  -0.802
O (1.072166, -0.335952, -2.556156)  0.024
C (0.746466, 0.760048, -3.411456)  -0.789
C (1.158966, 2.060448, -2.724556)  -0.676
O (0.445166, 2.163348, -1.497956)  0.170
H (1.731866, 3.535648, -0.617156)  0.349
H (0.315166, 4.222048, -1.491256)  0.517
H (-1.182734, 3.188148, 0.260544)  0.036
H (-0.067934, 4.428448, 0.916144)  0.571
H (-1.374234, 2.057448, 2.278344)  0.125
H (-0.311034, 3.222148, 3.140644)  0.537
H (-0.154634, 1.133148, 4.351644)  0.539
H (1.348866, 1.251748, 3.397544)  0.352
H (-0.473634, -1.999052, 3.196944)  0.249
H (0.464566, -1.084452, 4.417144)  0.598
H (1.968166, -2.696752, 3.264344)  0.548
H (2.414366, -1.041652, 2.787444)  0.147
H (1.426866, -4.126552, 1.727144)  0.597
H (2.604766, -3.539052, 0.525344)  0.260
H (-0.449334, -3.725052, 0.244644)  0.235
H (0.764366, -4.592052, -0.735656)  0.603
H (1.046466, -3.673052, -2.771156)  0.442
H (2.356466, -2.693752, -2.034656)  0.211
H (-0.082534, -1.699752, -3.596856)  0.340
H (1.633166, -1.616252, -4.089356)  0.502
H (-0.336134, 0.770548, -3.604556)  0.324
H (1.295466, 0.671548, -4.359756)  0.536
H (0.913766, 2.908048, -3.380656)  0.441
H (2.245566, 2.058148, -2.539856)  0.334
I (3.903066, -0.750052, -0.550256)  0.160
C (2.678266, 0.765948, 0.524244)  -1.108
H (3.106266, 1.696348, 0.128244)  0.492
H (3.099766, 0.692948, 1.535544)  0.527
C (-3.939534, 0.339148, 0.986144)  -2.013
C (-2.798334, 0.359848, -0.048156)  0.886
O (-1.620934, 0.854148, 0.352444)  0.372
C (-2.478434, -1.091852, -0.511456)  0.420
F (-1.604034, -1.063152, -1.566756)  -0.231
F (-3.446034, -1.931452, -0.832356)  -0.272
F (-1.746934, -1.695752, 0.480144)  -0.169
C (-3.269934, 1.186148, -1.275656)  0.507
F (-2.305334, 1.215948, -2.224256)  -0.094
F (-3.479334, 2.452348, -0.915156)  -0.262
F (-4.385234, 0.746948, -1.863656)  -0.280
H (-3.575534, -0.113052, 1.905644)  0.419
H (-4.788034, -0.219252, 0.594444)  0.477
H (-4.242234, 1.362648, 1.194544)  0.461

Cartesian forces, eV/Å:
Ce 0.63 0.47 0.65
C -0.13 0.67 0.84
C -0.05 0.39 -0.63
O 0.21 -0.92 -0.55
C -0.15 -0.37 0.68
C -0.07 0.80 0.06
O 0.29 0.10 -0.89
C 0.44 -0.78 -0.07
C -0.27 0.58 0.61
O -0.59 0.52 -0.11
C -0.02 -0.33 -0.83
C 0.04 -0.16 0.82
O 0.22 0.60 0.04
C 0.16 0.37 -0.54
C -0.09 -0.94 0.06
O -0.18 0.31 0.72
C -0.08 0.97 -0.14
C 0.32 -0.54 -0.81
O 0.08 -0.94 0.52
H -0.19 0.00 -0.18
H 0.11 -0.16 0.15
H 0.13 0.11 0.07
H 0.03 -0.15 -0.09
H 0.15 0.17 0.15
H 0.09 -0.17 -0.13
H 0.02 -0.02 -0.21
H -0.12 -0.05 0.02
H 0.16 0.14 0.14
H -0.08 0.03 -0.16
H -0.06 0.07 -0.12
H -0.02 -0.19 0.08
H -0.05 0.13 -0.11
H -0.15 0.12 0.15
H 0.16 -0.11 -0.10
H -0.05 0.08 0.06
H 0.04 0.14 0.08
H -0.20 -0.12 0.01
H 0.08 0.09 0.00
H -0.11 0.08 0.14
H 0.24 -0.08 -0.06
H -0.14 -0.01 0.22
H 0.00 -0.18 0.19
H -0.24 0.06 0.05
I -0.74 0.75 0.50
C 1.04 -0.74 -0.52
H -0.67 -0.02 -0.13
H -0.65 -0.10 0.01
C 0.61 0.06 -0.14
C -2.18 -1.10 -0.99
O 2.46 -0.01 0.13
C -0.73 -0.79 -0.26
F 0.00 0.16 0.10
F 0.18 0.75 0.18
F 0.10 0.13 0.19
C -0.22 0.35 -0.66
F -0.01 0.09 0.00
F 0.08 0.05 0.27
F 0.29 -0.30 0.39
H -0.05 -0.09 0.05
H -0.02 0.03 0.07
H -0.04 0.00 0.02


[2]
DFT (the ωB97M-V functional and the def2-TZVPD basis) results for C17H29N2O5P2Pr as an isolated structure at a distorted geometry.

Output
**Orbital gap (spin up / spin down)**: 0.2431 / 0.2413 Eh
**Relative energy (zero: lowest compared OMol25 entry of this formula, charge and spin)**: 28.0 kcal/mol
**E_HOMO (spin up / spin down)**: -6.77 / -6.72 eV
**E_LUMO (spin up / spin down)**: -0.16 / -0.15 eV
**Multiplicity**: 3

Each line ends with the Mulliken charge.
Element x y z (Å)
C (-0.838802, 4.079688, -1.743964)  -0.746
C (-0.878528, 2.723393, -1.419511)  0.614
N (-0.111694, 2.323423, -0.375181)  0.064
C (0.838001, 3.075078, 0.229908)  0.686
C (0.924002, 4.416583, -0.139625)  -0.772
C (0.059970, 4.918700, -1.102226)  -0.414
C (-1.807091, 1.706229, -2.170394)  -1.017
P (-2.454090, 0.226554, -1.267812)  0.635
Pr (-0.045687, -0.106536, -0.030262)  -0.107
P (2.265942, 0.637520, 1.195057)  1.083
C (1.725349, 2.428235, 1.350042)  -1.188
C (0.025574, -2.453432, 0.324618)  1.122
C (-1.021873, -2.901697, 1.056953)  -0.227
C (-1.035067, -4.299205, 1.237123)  -0.722
C (0.006356, -5.041253, 0.666441)  -0.544
C (1.062867, -4.492054, -0.059646)  -0.699
C (1.090915, -3.090577, -0.245629)  -0.602
O (-0.694815, 0.321660, -4.481678)  -0.702
O (0.299745, -1.860134, -3.349252)  -0.835
H (-1.553336, 4.419422, -2.496804)  0.472
H (1.656790, 5.028609, 0.395434)  0.449
H (0.084822, 5.988306, -1.357216)  0.376
C (-3.690020, 0.569184, 0.003424)  -1.206
C (-2.833996, -1.202383, -2.295062)  -1.044
H (2.687259, 2.961294, 1.467607)  0.504
H (1.155159, 2.468147, 2.301370)  0.372
H (-1.325845, 1.326961, -3.129763)  0.398
H (-2.789300, 2.172209, -2.383925)  0.525
C (2.730257, -0.112165, 2.770284)  -1.241
C (3.706545, 0.488874, 0.104758)  -1.238
H (-1.766565, -2.203444, 1.492128)  0.246
H (-1.842772, -4.742278, 1.812512)  0.402
H (-0.013121, -6.115661, 0.809720)  0.380
H (1.866731, -5.093543, -0.486780)  0.399
H (1.859318, -2.493740, -0.777305)  0.375
H (0.811207, -1.182605, -2.681295)  -0.312
H (0.211302, -2.720206, -2.903436)  0.246
H (-0.348263, -0.594441, -4.302320)  0.355
H (0.023794, 0.770419, -4.979739)  0.275
H (1.262228, -0.298418, -2.002448)  0.266
H (-4.633935, 0.804930, -0.498702)  0.416
H (-3.829148, -0.300061, 0.669735)  0.322
H (-3.398131, 1.396422, 0.667592)  0.348
H (-3.717147, -0.958272, -2.901584)  0.421
H (-1.995243, -1.479713, -2.954678)  0.291
H (-3.028061, -2.108975, -1.695090)  0.352
H (4.591684, 0.919012, 0.579054)  0.439
H (3.880023, -0.575287, -0.115325)  0.319
H (3.505606, 0.950200, -0.868064)  0.315
H (3.707686, 0.238423, 3.169363)  0.418
H (2.003234, 0.009468, 3.576315)  0.351
H (2.784630, -1.212659, 2.610858)  0.284
O (-0.581855, -1.053428, 4.132226)  -0.534
N (-0.444337, 0.056970, 3.644981)  0.743
O (-0.454284, 1.157288, 4.210733)  -0.552
O (-0.330588, 0.111063, 2.239881)  -0.564

Cartesian forces, eV/Å:
C -0.62 -0.48 -0.66
C 0.02 -0.03 1.16
N 0.38 0.16 -0.56
C -0.51 -0.44 -0.35
C 0.72 -0.19 0.75
C -0.04 0.44 -0.08
C -1.08 0.70 -0.12
P 1.70 -0.68 1.10
Pr 0.41 -2.42 0.37
P -0.27 -0.24 -0.60
C 0.48 0.43 0.17
C 0.46 3.94 -0.79
C -0.18 -2.27 0.34
C -0.26 0.96 0.02
C -0.22 -0.62 0.19
C 0.71 0.92 -0.47
C -0.41 -2.02 0.53
O 0.95 -0.06 -0.99
O 0.22 -0.07 0.53
H 0.43 0.21 0.16
H -0.32 0.02 -0.44
H 0.00 -0.59 0.14
C -1.07 0.34 -0.28
C -0.98 -0.08 -0.99
H -0.73 0.48 -0.02
H 0.33 0.01 -0.39
H -0.50 0.35 1.04
H 0.83 0.71 -0.55
C 0.99 -0.16 0.93
C 0.56 0.35 0.18
H 0.30 -0.60 -0.14
H 0.22 -0.42 -0.06
H 0.05 -0.03 -0.03
H -0.31 -0.28 0.24
H -0.27 -0.79 0.14
H -0.48 -0.72 -0.56
H 0.14 0.49 -0.18
H -0.19 0.52 0.10
H -0.71 -0.53 0.49
H 0.13 0.47 0.55
H -0.24 0.09 0.51
H 0.15 0.17 -0.54
H 0.07 -0.12 -0.45
H 0.13 -0.50 -0.12
H -0.17 0.50 0.30
H -0.02 0.65 0.11
H 0.21 -0.02 -0.29
H -0.12 0.27 0.29
H -0.02 0.08 0.26
H -0.48 -0.21 -0.30
H -0.05 0.25 -0.34
H 0.05 0.72 -0.15
O 0.35 1.55 -0.22
N -0.52 0.44 -2.26
O 0.24 -1.77 -0.43
O -0.47 0.09 2.76


[3]
DFT (the ωB97M-V functional and the def2-TZVPD basis) results for one molecule with the formula C17H29N3O3S at a distorted geometry.

Output
**Orbital gap**: 0.2818 Eh
**Relative energy (zero: lowest compared OMol25 entry of this formula, charge and spin)**: 13.1 kcal/mol
**SMILES**: C#CC[C@@H](N=C=S)OC[C@](C)(N=C(C)C)O[C@@H](CNC)OCCC
**E_HOMO**: -7.70 eV
**E_LUMO**: -0.03 eV
**Multiplicity**: 1

Each line ends with the natural charge from an NBO analysis.
Element x y z (Å)
C (7.492435, 1.304468, 0.450019)  -0.260
C (6.487778, 1.210699, -0.410357)  -0.044
C (4.974308, 1.133136, -1.005445)  -0.479
C (4.135218, -0.134468, -0.446096)  0.258
N (4.606698, -0.556060, 0.945291)  -0.507
C (4.197356, 0.329678, 1.843367)  0.283
S (4.263584, 1.607342, 2.945167)  0.026
O (2.699245, 0.017385, -0.525559)  -0.558
C (1.991835, -1.237388, -0.329166)  -0.116
C (0.629413, -1.099834, 0.564796)  0.428
C (0.687027, 0.078054, 1.670096)  -0.696
N (0.559576, -2.405923, 1.345994)  -0.691
C (-0.702014, -2.756667, 1.597751)  0.612
C (-1.526220, -3.845632, 0.690078)  -0.721
C (-1.556143, -2.184976, 2.877855)  -0.749
O (-0.517469, -1.017394, -0.328383)  -0.582
C (-0.658899, 0.289898, -0.935240)  0.357
C (-1.230435, 0.063586, -2.459621)  -0.260
N (-0.819314, 1.175235, -3.393243)  -0.634
C (-1.934316, 2.198877, -3.475371)  -0.435
O (-1.578844, 1.187699, -0.260143)  -0.565
C (-2.751502, 0.499135, 0.259808)  -0.085
C (-4.012882, 1.534627, 0.065339)  -0.431
C (-4.611960, 2.086285, 1.469898)  -0.631
H (8.394998, 1.508762, 1.139451)  0.273
H (5.114089, 0.985831, -2.150925)  0.249
H (4.468342, 2.151852, -0.845281)  0.261
H (4.412902, -1.033986, -1.133376)  0.184
H (1.632832, -1.587294, -1.380370)  0.193
H (2.679709, -2.099040, 0.053885)  0.228
H (-0.376202, 0.485863, 1.932268)  0.222
H (1.106543, -0.383387, 2.653002)  0.241
H (1.311763, 0.997499, 1.380339)  0.236
H (-1.151412, -3.893633, -0.394263)  0.246
H (-1.566974, -4.878540, 1.216301)  0.243
H (-2.627608, -3.454806, 0.654023)  0.222
H (-1.225060, -2.760051, 3.837410)  0.252
H (-2.684292, -2.421705, 2.738801)  0.215
H (-1.467005, -1.047615, 3.002758)  0.243
H (0.331554, 0.866561, -1.071557)  0.214
H (-0.872493, -0.941124, -2.916765)  0.206
H (-2.387638, 0.005218, -2.424058)  0.174
H (-0.719293, 0.745034, -4.339982)  0.356
H (-2.973167, 1.700766, -3.636000)  0.168
H (-1.773686, 2.903312, -4.388527)  0.205
H (-1.925837, 2.798888, -2.479241)  0.214
H (-3.040859, -0.455374, -0.312640)  0.195
H (-2.594763, 0.355722, 1.390095)  0.178
H (-4.898535, 0.982381, -0.460874)  0.198
H (-3.700834, 2.378353, -0.671312)  0.226
H (-4.228513, 1.469468, 2.361875)  0.204
H (-4.292234, 3.184243, 1.643943)  0.219
H (-5.770797, 1.959042, 1.444160)  0.214

Cartesian forces, eV/Å:
C -5.12 -0.06 -4.55
C 3.60 0.48 5.43
C 1.54 0.09 -0.53
C 0.56 -1.47 -1.31
N -3.52 5.19 3.69
C 3.64 -0.78 -1.52
S -0.70 -3.62 -2.80
O 1.47 -0.21 0.51
C -0.54 -1.30 -0.93
C 2.09 -0.03 2.07
C -0.37 0.60 0.63
N -4.53 0.20 -2.02
C 0.96 -0.09 0.19
C -0.58 0.69 0.86
C -0.67 -0.71 -0.50
O 0.75 1.62 0.39
C -0.27 0.34 -2.35
C -0.13 -0.73 0.11
N -1.59 -0.52 -0.26
C -0.01 0.47 -0.15
O 0.37 -2.11 0.00
C -1.56 1.49 -0.11
C -0.47 -0.51 -0.04
C -0.06 0.00 -0.37
H -2.03 -0.59 -1.77
H -0.49 0.28 2.01
H 0.71 -1.66 0.02
H -0.30 1.49 1.29
H 0.48 0.56 1.71
H -1.29 1.86 -0.23
H 1.87 -0.85 -0.68
H -0.57 0.86 -1.93
H -0.88 -1.47 0.25
H -0.18 -0.01 1.94
H 0.21 1.66 -0.97
H 1.93 -0.70 0.13
H -0.33 1.17 -1.74
H 1.90 0.34 0.19
H 0.26 -1.85 -0.12
H -1.45 -1.01 0.58
H -0.34 1.64 1.07
H 1.68 -0.01 0.14
H -0.10 0.57 1.15
H 1.55 0.77 0.43
H -0.08 -1.13 1.76
H -0.18 -0.97 -1.88
H 0.95 1.25 1.05
H -0.29 -0.27 -1.74
H 1.74 0.80 0.85
H -0.43 -1.41 1.51
H -0.53 0.86 -1.39
H -0.76 -1.81 -0.22
H 2.11 0.59 0.19